C22H26ClO4P2Pd as an isolated structure at a distorted geometry, computed with ωB97M-V with the def2-TZVPD basis set.

Geometry as XYZ:
```
56
Properties=species:S:1:pos:R:3:forces:R:3:nbo_charge:R:1
Pd 0.000000 0.000000 0.000000 -0.7 -1.3 -0.1 0.363
Cl -0.207900 -2.361600 -0.250200 0.1 0.7 -1.3 -0.449
C 0.132400 1.812100 0.190900 0.5 6.0 0.7 0.572
O 0.209400 2.969900 0.311600 -0.3 -4.7 -0.6 -0.382
P 0.056900 0.112900 -2.322000 0.2 0.7 -0.7 1.041
C -1.498900 -0.264000 -3.210300 -0.1 -0.3 0.3 -0.472
C 0.526700 1.725400 -3.045500 0.1 0.0 0.0 -0.346
C 1.293000 -1.042900 -3.006100 -1.6 -0.4 -1.4 -0.217
C 1.716600 1.908000 -3.758400 -0.1 0.0 0.0 -0.215
C 2.040400 3.164900 -4.272300 -0.1 -0.1 0.1 -0.179
C 1.179500 4.244300 -4.081300 0.0 -0.2 0.1 -0.142
C -0.010600 4.066700 -3.371400 0.0 -0.1 0.0 -0.165
C -0.334100 2.816600 -2.853600 0.1 0.0 0.0 -0.257
H 2.386500 1.068800 -3.915700 0.1 0.1 -0.1 0.213
H 2.966700 3.296400 -4.824900 -0.2 0.0 0.1 0.256
H 1.433500 5.221700 -4.481400 0.0 -0.2 0.1 0.260
H -0.683100 4.905000 -3.214600 0.1 -0.1 0.0 0.254
H -1.257400 2.683400 -2.296700 0.0 0.1 0.0 0.221
C -2.456000 -1.094700 -2.612000 2.2 0.9 0.5 0.015
C -3.634000 -1.404100 -3.290500 -1.8 -0.3 -1.4 0.004
C -3.870700 -0.884800 -4.564100 0.0 0.1 -0.3 -0.209
C -2.923000 -0.053200 -5.162700 -2.2 -0.9 -0.6 -0.053
C -1.742300 0.257600 -4.489900 1.6 0.2 1.5 0.080
H -2.262600 -1.501300 -1.624300 -0.1 -0.1 0.0 0.277
H -4.370500 -2.049700 -2.820200 0.1 0.0 -0.1 0.273
H -4.792200 -1.123400 -5.087900 0.1 0.0 0.1 0.285
H -3.103400 0.358400 -6.151800 0.0 -0.1 0.1 0.273
H -1.012700 0.914100 -4.954500 0.0 0.0 0.0 0.248
C 1.104800 -1.728500 -4.210200 -0.2 0.2 0.3 -0.197
C 2.098100 -2.582900 -4.689400 -1.7 0.4 -0.7 -0.004
C 3.283100 -2.752300 -3.973200 1.5 0.1 1.5 -0.015
C 3.474400 -2.069400 -2.770100 0.2 -0.1 0.0 -0.231
C 2.481000 -1.223800 -2.283800 1.6 -0.7 0.7 -0.025
H 0.179500 -1.606200 -4.764600 0.2 -0.1 0.0 0.229
H 1.942200 -3.121000 -5.620300 0.0 0.1 0.1 0.266
H 4.052300 -3.422700 -4.346400 -0.1 0.1 0.0 0.274
H 4.391700 -2.206400 -2.204200 -0.1 0.0 -0.1 0.277
H 2.603300 -0.708300 -1.333900 0.1 -0.1 -0.1 0.245
H -3.008700 -3.962100 -0.386000 0.0 -0.1 0.0 -0.021
H -2.384100 -4.363000 -0.429300 -0.1 0.0 0.0 0.021
C -0.459900 2.355300 3.194900 0.3 2.0 0.0 -0.331
O -1.301300 1.347300 2.677000 0.4 0.2 0.8 -0.485
P -0.465800 -0.138200 2.429500 -0.6 -2.6 -0.9 1.364
O -0.787700 -0.236200 4.109500 0.3 -0.4 -2.1 -0.556
C 0.405600 -0.104300 4.851200 1.2 0.9 1.5 -0.315
O 0.360100 -1.614500 2.198400 -1.0 1.8 1.9 -0.777
C 1.754100 -1.479600 2.262000 1.8 -1.3 -0.1 -0.293
H -0.811000 3.330000 2.798700 0.0 -0.5 0.3 0.253
H 0.607000 2.247200 2.903600 -0.6 -0.2 0.3 0.196
H -0.566100 2.404000 4.298300 0.0 -0.1 -0.5 0.269
H 1.256900 0.346700 4.293400 -0.5 -0.5 0.1 0.195
H 0.214500 0.575800 5.706100 -0.1 -0.5 -0.3 0.245
H 0.703300 -1.096200 5.246200 -0.3 0.3 -0.2 0.268
H 2.121700 -0.496300 1.906700 -0.1 -0.2 0.4 0.163
H 2.111300 -1.731100 3.281600 0.0 0.5 -0.6 0.215
H 2.185800 -2.245300 1.580200 -0.3 0.4 0.4 0.216
```
Positions in Å, forces in eV/Å.

highest occupied orbital energy (spin up / spin down): -16.418 / -17.182 eV
multiplicity: 5
charge: +3
total energy: -65969.2646 eV
ΔE to the lowest compared entry with this formula, charge and spin: 178.1 kJ/mol
max |F|: 6.1 eV/Å
E_LUMO (spin up / spin down): -10.189 / -13.615 eV

***

An isolated ion of composition C6H10NO and charge +1 at a distorted geometry, computed with ωB97M-V with the def2-TZVPD basis set.

Geometry as XYZ:
```
18
Properties=species:S:1:pos:R:3:forces:R:3:nbo_charge:R:1
C -0.167433 -0.325289 0.125238 -0.8 2.6 0.4 0.021
C -0.112129 1.057140 0.053261 -0.7 -2.7 1.1 0.356
C 2.130903 -0.464109 -0.696400 2.1 -0.7 2.9 -0.239
C 2.059756 0.499964 0.512722 -1.9 -0.9 -2.7 0.280
C -1.252753 -1.407453 0.132488 2.0 -1.4 0.8 -0.630
C -1.224340 2.053101 -0.051066 3.6 1.4 -2.9 -0.659
N 1.168831 -0.796445 0.411313 0.2 -0.1 0.1 -0.407
O 1.145447 1.564113 0.381155 0.5 -1.2 0.3 -0.435
H 1.558975 -0.270160 -1.529615 -0.8 0.7 -1.9 0.241
H 3.034002 -1.127230 -0.856732 -1.2 0.9 0.6 0.265
H 2.881060 0.583671 1.205045 -0.1 0.1 0.2 0.260
H -1.450907 -1.699459 -0.903132 -0.5 0.1 0.2 0.253
H -2.187750 -1.266550 0.756751 1.3 0.1 -0.8 0.273
H -0.599625 -2.337113 0.540490 -2.1 1.7 -0.6 0.202
H -1.478402 2.431178 0.888388 -0.3 0.8 1.5 0.253
H -2.076996 1.704610 -0.555079 -1.0 -0.7 -0.6 0.250
H -0.719449 2.884514 -0.736623 -1.5 -1.3 1.6 0.252
H 1.106297 -1.676035 0.961101 1.1 0.8 -0.3 0.462
```
Positions in Å, forces in eV/Å.

highest occupied orbital energy: -13.420 eV
structure (SMILES): CC1=C(C)[N@H+]2C[C@H]2O1
charge: +1
total energy: -9912.1605 eV
ΔE to the lowest compared entry with this formula, charge and spin: 215.4 kJ/mol
max |F|: 4.8 eV/Å
E_LUMO: -3.067 eV

***

C14H24AlN4O5 as an isolated structure at a distorted geometry, computed with ωB97M-V with the def2-TZVPD basis set.

Geometry as XYZ:
```
48
Properties=species:S:1:pos:R:3:forces:R:3:nbo_charge:R:1
O 3.544042 0.963935 -1.377710 -3.1 -2.3 3.2 -1.018
H 3.982449 1.435259 -1.998042 2.0 2.3 -3.0 0.473
Al 0.494512 -0.118462 -0.114870 1.6 1.9 0.0 1.762
N -1.213107 -0.122837 -1.064962 -2.5 -1.1 -0.9 -0.350
N 0.981348 -0.659438 -1.959245 0.9 -1.7 -1.8 -0.111
O -2.529501 0.245073 -0.484780 1.4 -1.7 -1.6 -0.565
O 2.203804 -0.678706 -2.395225 -2.3 -0.9 0.4 -0.489
C -1.247244 -0.654911 -2.310639 -0.6 1.9 2.6 0.288
C 0.012506 -1.003668 -2.816883 2.1 0.3 0.7 0.041
C -2.480090 -0.665049 -3.122766 -0.2 -0.1 -0.6 -0.702
C 0.335317 -1.482712 -4.172655 -0.4 -0.1 -1.0 -0.675
H -2.989382 0.311070 -3.006745 0.0 -0.7 0.0 0.268
H -3.119398 -1.511825 -2.800173 0.0 0.5 -0.3 0.246
H -2.208862 -0.800649 -4.189871 -0.4 0.0 0.7 0.264
H 1.397078 -1.680964 -4.342503 -0.3 0.1 0.4 0.278
H 0.031991 -0.746354 -4.921480 0.0 0.0 -0.1 0.237
H -0.236213 -2.386340 -4.388482 0.0 -0.1 -0.1 0.230
H -3.061567 -0.506330 -0.843559 -0.1 1.0 0.7 0.474
H 2.653194 0.547622 -1.772043 3.1 1.1 0.5 0.488
O 0.224982 -2.043103 0.394195 -0.9 -0.5 0.1 -0.914
H -0.554479 -2.125596 0.977869 0.4 0.0 0.0 0.526
H 0.028401 -2.635892 -0.351808 0.2 0.1 0.0 0.529
C 0.784893 1.812199 -0.495016 3.6 1.9 -1.0 -1.310
H 0.798327 2.014155 0.584708 -1.1 1.1 -0.4 0.218
H -0.000004 2.094148 -1.186345 -0.7 0.8 0.8 0.221
H 1.751672 2.566576 -0.869575 -2.5 -2.9 0.9 0.267
O -3.407376 2.788308 1.049615 0.6 -0.2 -1.0 -0.945
H -3.192750 2.378024 0.181150 -0.3 0.2 0.8 0.475
H -2.891573 3.606285 1.007169 -0.2 0.0 0.2 0.476
N 2.410039 -0.502441 0.720703 -0.4 0.4 -1.7 -0.915
C 2.312608 -0.514298 2.132533 1.4 -0.2 0.4 0.109
C 3.390606 -0.859875 2.927171 -0.9 0.2 -0.1 -0.172
C 3.237093 -0.821624 4.319082 -0.6 0.0 1.0 -0.184
C 2.029033 -0.466524 4.903238 0.4 -0.4 -0.4 -0.160
C 0.907719 -0.158348 4.086679 1.0 0.2 0.4 -0.108
C -0.330597 0.242020 4.605891 -0.5 0.1 -0.1 -0.071
C -1.339075 0.592946 3.733551 -0.1 0.3 0.8 -0.262
C -1.127867 0.607023 2.355694 1.4 0.0 0.1 0.094
N 0.084433 0.304628 1.875223 -1.3 -1.6 -1.0 -0.587
C 1.082257 -0.140239 2.689462 -0.4 0.5 0.6 0.212
H 3.093609 0.160470 0.284346 -0.5 0.0 0.4 0.486
H 2.678315 -1.400353 0.351045 0.3 -0.5 0.0 0.412
H 4.339383 -1.156792 2.490639 -0.2 0.1 -0.1 0.241
H 4.069139 -1.100908 4.961637 -0.1 0.1 -0.2 0.238
H 1.916185 -0.429390 5.984822 0.1 -0.1 -0.2 0.233
H -0.456327 0.275474 5.692581 -0.1 0.0 -0.4 0.239
H -2.279780 0.958866 4.100935 -0.3 -0.1 0.1 0.247
H -1.908340 0.913048 1.662643 0.2 0.0 0.1 0.261
```
Positions in Å, forces in eV/Å.

highest occupied orbital energy (spin up / spin down): -11.084 / -11.084 eV
charge: +1
total energy: -37695.4097 eV
ΔE to the lowest compared entry with this formula, charge and spin: 210.9 kJ/mol
max |F|: 5.0 eV/Å
E_LUMO (spin up / spin down): -3.755 / -3.754 eV